(1)
ORCA calculation (wB97M-V/def2-TZVPD) on a 3-piece molecular cluster, C20H17ClF4N2O13PS overall in a non-equilibrium geometry.

The geometry in ORCA input format:
```
! wB97M-V def2-TZVPD RIJCOSX def2/J DEFGRID3
* xyz 1 1
Cl -6.247 -3.946 -0.620
S -3.583 0.464 -1.620
P -0.974 -4.212 0.080
F 1.298 -2.275 -0.424
F -3.514 0.592 1.032
F -5.466 0.965 0.132
F -3.916 2.425 0.020
O 1.495 2.066 -1.211
O 3.292 3.656 -2.281
O 5.877 -1.281 4.388
O 5.599 1.984 1.023
O 4.439 0.126 -0.494
O -1.287 -5.131 -0.996
O -4.565 -0.313 -2.282
O 0.189 7.149 -1.807
O -3.097 1.599 -2.308
O 0.436 -4.530 0.716
O -2.026 -4.323 1.287
O 4.800 -3.125 2.850
O -1.574 5.565 -0.668
N -2.162 -0.543 -1.228
N -1.048 0.161 -1.387
C -3.545 -2.570 -0.736
C 5.803 0.446 2.781
C -2.261 -1.824 -0.826
C -0.132 3.736 -0.875
C 5.585 -0.906 3.272
C -1.042 -2.472 -0.520
C 4.780 -0.228 0.622
C -4.186 1.150 0.038
C 0.133 -1.750 -0.693
C 1.147 3.238 -1.312
C 0.545 5.997 -1.680
C 4.955 -1.913 2.344
C -4.480 -2.178 0.440
C 1.842 5.489 -2.097
C 4.580 -1.579 1.101
C -5.328 -3.388 0.806
C 0.078 -0.418 -1.134
C 2.130 4.193 -1.926
C -0.428 5.036 -1.042
C 5.429 0.773 1.536
H -5.183 -1.413 0.134
H 6.269 1.155 3.450
H -3.349 -3.627 -0.625
H 2.539 6.186 -2.539
H -4.112 -2.494 -1.657
H 0.620 -3.998 1.504
H -4.727 -4.224 1.141
H -1.531 6.514 -0.905
H -3.892 -1.894 1.309
H -0.823 3.040 -0.423
H 4.128 -2.284 0.417
H 3.244 2.708 -2.057
H 0.971 0.190 -1.252
H -2.067 -3.487 1.773
H 5.157 -3.089 3.760
H 5.251 1.952 0.113
H -6.069 -3.135 1.552
*
```

Output
Kohn-Sham gap (eV): 6.311
Strongest force on any atom (hartree/bohr): 0.0551

(2)
ORCA calculation (wB97M-V/def2-TZVPD) on a 8-piece molecular cluster, C30H61BN9O9 overall in a non-equilibrium geometry.

The geometry in ORCA input format:
```
! wB97M-V def2-TZVPD RIJCOSX def2/J DEFGRID3
* xyz 1 1
O 6.155 -6.223 -0.171
O 0.245 4.820 -0.808
O 2.496 -0.236 2.458
O 3.979 5.498 3.652
O -7.581 6.177 6.061
O 4.448 -7.485 -1.396
O -0.284 0.339 -1.537
O 2.420 -7.280 -6.401
O -2.687 2.252 3.898
N 1.461 -6.058 -0.808
N -0.942 1.319 0.424
N 2.207 -8.701 -8.180
N -0.482 5.127 -2.956
N 3.779 4.040 1.901
N -3.980 3.942 4.735
N -7.288 8.423 5.754
N 2.571 -2.225 3.584
N 2.574 -5.385 -0.952
C 2.326 -1.437 2.507
C 3.305 2.758 1.420
C 2.991 -4.548 -1.977
C -0.897 1.201 -0.921
C -7.290 9.548 4.839
C 3.568 -5.540 0.178
C 2.038 -8.334 -6.890
C 2.064 -4.378 -3.168
C -1.693 2.372 1.083
C -3.115 4.975 4.196
C -0.217 0.363 1.236
C 2.892 -7.795 -9.085
C 2.336 -3.653 3.551
C 1.725 -9.971 -8.689
C -0.606 6.564 -2.795
C -0.819 4.532 -4.233
C 0.559 -5.972 -1.834
C -6.978 8.655 7.152
C -3.661 2.644 4.521
C -0.302 -5.088 -4.285
C -0.767 -6.770 -1.773
C 3.606 4.437 3.188
C -7.566 7.160 5.344
C -1.764 -7.444 -1.558
C -0.054 4.383 -1.904
C 4.461 4.928 0.980
C 0.498 -4.880 -5.645
C 0.744 -5.137 -3.113
C -5.158 4.333 5.488
C 3.084 -1.619 4.801
B 4.792 -6.439 -0.460
H -7.823 8.334 7.765
H 2.592 2.923 0.608
H 4.525 4.475 -0.010
H 4.156 2.180 1.049
H 1.133 -3.945 -5.669
H 0.842 0.409 0.978
H -1.311 6.776 -1.988
H 3.230 -2.376 5.571
H 2.570 -10.545 -9.075
H -1.079 -4.297 -4.073
H -7.788 7.094 4.266
H 1.508 -9.091 -6.291
H 0.005 3.308 -2.133
H 3.077 3.690 3.802
H 2.951 -8.226 -10.084
H -4.381 1.941 4.971
H 2.349 -6.849 -9.125
H 1.954 -3.960 2.577
H 1.012 -9.785 -9.495
H 1.234 -10.545 -7.903
H 3.913 5.871 0.918
H -6.102 8.064 7.429
H 1.607 -3.915 4.321
H 2.371 -3.739 -4.035
H -0.251 -4.918 -6.498
H -0.587 -0.644 1.021
H 4.369 -7.009 -2.256
H 6.602 -6.237 -1.049
H 2.375 -0.868 5.154
H -4.848 4.923 6.354
H -3.062 4.868 3.110
H -1.009 2.972 1.686
H -2.111 4.854 4.608
H -1.864 4.752 -4.466
H -6.299 10.008 4.835
H -3.499 5.963 4.449
H -1.481 1.976 -1.441
H -5.711 3.459 5.831
H -5.805 4.936 4.850
H 5.467 5.133 1.355
H 3.120 -6.100 1.056
H -2.670 -8.106 -1.571
H 1.941 -2.001 1.640
H 4.035 -1.128 4.584
H 3.987 -4.019 -1.958
H 0.367 6.981 -2.526
H -0.679 3.450 -4.208
H -0.346 0.583 2.295
H 2.815 2.199 2.217
H -2.445 1.920 1.729
H -0.827 -6.098 -4.296
H -7.538 9.226 3.827
H -0.176 4.958 -5.007
H -2.187 3.015 0.354
H -6.778 9.712 7.328
H -8.030 10.279 5.173
H 3.954 -4.523 0.518
H 3.899 -7.604 -8.707
H 3.279 -4.172 3.748
H -0.958 7.023 -3.719
H 1.216 -5.751 -5.800
*
```

Output
Kohn-Sham gap (eV): 5.453
Strongest force on any atom (hartree/bohr): 0.0850

(3)
ORCA calculation (wB97M-V/def2-TZVPD) on one molecule with the formula C3H3BrOS in a non-equilibrium geometry.

The geometry in ORCA input format:
```
! wB97M-V def2-TZVPD RIJCOSX def2/J DEFGRID3
* xyz 0 1
Br 3.633 0.438 -0.308
S 1.895 3.087 -0.537
O 0.951 1.053 2.164
C 1.111 0.836 0.997
C 2.167 1.575 0.173
C 0.316 0.039 0.083
H -0.057 -0.919 0.682
H -0.467 0.630 -0.402
H 0.990 -0.314 -0.639
*
```

Output
Kohn-Sham gap (spin up / spin down) (eV): 8.194 / 8.193
ΔE to the lowest compared entry with this formula, charge and spin (eV): 0.269
Strongest force on any atom (hartree/bohr): 0.0780

(4)
ORCA calculation (wB97M-V/def2-TZVPD) on a 18-piece molecular cluster, C24H82BClO19 overall in a non-equilibrium geometry.

The geometry in ORCA input format:
```
! wB97M-V def2-TZVPD RIJCOSX def2/J DEFGRID3
* xyz 0 1
Cl 5.608 3.628 3.796
O 6.220 5.805 -0.283
O 4.685 -0.298 2.666
O 2.780 0.710 1.836
O 3.927 7.615 -6.479
O 2.184 -5.175 -0.098
O -3.831 -1.986 5.467
O 3.909 8.256 -9.615
O -2.773 -4.314 4.652
O 6.702 -4.103 5.168
O 0.209 -0.601 -5.187
O -3.453 0.547 -1.093
O 3.019 4.510 -3.713
O -5.533 2.966 -3.605
O 3.805 -3.551 5.070
O 0.689 1.588 -7.412
O -4.053 -6.651 4.133
O 3.854 -6.971 1.406
O 2.813 7.628 -3.351
O -3.622 3.165 -1.354
C -5.032 -0.471 3.084
C 3.577 0.990 -1.928
C 2.213 0.115 -1.886
C -5.666 3.075 3.205
C 0.081 -2.038 -2.235
C 2.589 -1.417 -2.124
C 6.401 1.441 1.967
C -0.988 -3.187 -1.827
C 3.313 -0.280 2.348
C 5.506 0.155 1.562
C -4.807 2.047 2.332
C -2.162 -2.428 -1.028
C 4.539 3.417 1.008
C -3.445 -3.367 -0.780
C 3.427 2.356 -1.094
C -5.877 -1.842 3.119
C 2.390 -1.538 2.697
C -6.980 -1.992 0.665
C 1.482 -2.416 -1.527
C -4.385 -2.542 0.257
C -7.206 -1.844 2.236
C 4.806 2.879 -0.475
C -5.599 0.651 2.109
C -5.904 -3.086 0.238
B 5.493 2.781 2.139
H -2.402 -5.200 4.709
H -6.112 -3.327 -0.866
H 7.108 5.432 -0.336
H 2.195 -1.582 3.820
H -0.256 -1.041 -1.785
H -6.336 2.530 3.950
H -5.504 2.584 -4.489
H -1.772 -2.140 0.011
H -3.886 -2.662 1.270
H 2.611 -1.583 -3.252
H 3.179 7.241 -2.546
H -5.263 -2.776 2.876
H -5.339 0.342 1.036
H 3.451 3.330 1.342
H 3.010 3.131 -1.838
H -1.427 -3.671 -2.761
H 4.681 -3.948 5.186
H 2.844 -2.522 2.340
H -7.807 -2.766 2.563
H 3.471 7.733 -5.636
H -4.755 -6.674 4.794
H 4.737 7.149 -6.242
H -3.257 2.782 -0.548
H 4.759 4.542 0.999
H 0.231 -0.990 -6.069
H 6.265 -0.676 1.349
H 5.630 2.107 -0.565
H -7.846 -0.946 2.530
H -3.882 -1.610 6.353
H 7.177 1.596 1.148
H 1.384 -1.435 2.185
H -6.741 -1.001 0.140
H -4.681 3.412 -3.514
H -4.306 -1.455 -0.053
H -0.012 1.575 -6.749
H -0.474 -3.937 -1.137
H 4.396 0.336 -1.482
H -4.594 2.559 1.328
H 6.879 -3.286 4.686
H 7.572 -4.500 5.285
H 4.240 -7.751 1.820
H 2.794 4.571 -4.649
H 4.274 7.869 -8.809
H 3.829 1.202 -3.021
H 1.065 -0.164 -5.103
H -5.999 -4.080 0.785
H -6.714 0.829 2.173
H -5.006 -0.018 4.136
H 2.636 2.213 -0.297
H -3.940 -0.697 2.830
H -3.798 1.831 2.814
H 0.166 -1.914 -3.365
H -3.169 -4.327 -0.232
H -6.210 -1.992 4.206
H -4.939 3.750 3.772
H 6.176 6.179 0.605
H -6.273 3.708 2.485
H -4.417 -7.143 3.388
H -2.488 -1.451 -1.536
H 4.944 0.331 0.596
H -3.997 -3.596 -1.743
H 0.317 1.098 -8.155
H 1.375 -2.241 -0.412
H -7.989 -2.315 0.219
H 3.981 -2.735 4.589
H 2.140 -4.795 0.786
H 3.054 8.603 -9.339
H 1.709 0.272 -0.883
H 3.239 5.416 -3.466
H 6.943 1.245 2.947
H -3.563 -4.427 4.113
H 3.595 -1.717 -1.660
H 1.699 -3.507 -1.759
H 1.957 7.976 -3.075
H 3.072 -5.553 -0.146
H 1.565 0.490 -2.736
H 2.955 -6.941 1.753
H 5.128 3.769 -1.115
H -4.107 0.930 -1.691
H -2.939 -2.355 5.421
H -2.652 1.053 -1.269
H -4.482 3.507 -1.080
*
```

Output
Kohn-Sham gap (eV): 9.102
Strongest force on any atom (hartree/bohr): 0.0601

(5)
ORCA calculation (wB97M-V/def2-TZVPD) on C2H2N2O3 as an isolated structure in a non-equilibrium geometry.

The geometry in ORCA input format:
```
! wB97M-V def2-TZVPD RIJCOSX def2/J DEFGRID3
* xyz 0 1
O 0.668 -1.031 -0.131
O 0.359 1.152 -0.123
O -2.372 0.461 0.006
N 1.683 1.010 0.064
N -1.369 -0.417 0.120
C 1.742 -0.293 0.007
C -0.172 -0.061 -0.121
H 2.743 -0.764 0.322
H -3.282 -0.056 -0.144
*
```

Output
Kohn-Sham gap (eV): 9.403
ΔE to the lowest compared entry with this formula, charge and spin (eV): 5.085
Strongest force on any atom (hartree/bohr): 0.1628

(6)
ORCA calculation (wB97M-V/def2-TZVPD) on a 2-piece molecular cluster, C5H15N overall in a non-equilibrium geometry.

The geometry in ORCA input format:
```
! wB97M-V def2-TZVPD RIJCOSX def2/J DEFGRID3
* xyz 0 1
N 3.489 -1.726 -1.345
C -2.440 2.463 3.461
C 2.979 -2.870 -3.486
C -2.868 2.348 2.001
C -3.833 1.147 1.809
C 3.475 -1.605 -2.825
H 2.877 -0.723 -3.040
H -4.223 1.159 0.799
H 2.285 -3.397 -2.834
H -1.960 1.540 3.824
H 4.096 -2.507 -1.136
H -3.338 0.216 2.079
H -3.440 3.236 1.741
H 4.072 -0.989 -0.964
H -1.651 3.203 3.575
H -1.983 2.110 1.417
H 3.605 -3.527 -4.092
H -4.727 1.259 2.433
H 4.480 -1.383 -3.211
H 2.373 -2.543 -4.357
H -3.269 2.589 4.151
*
```

Output
Kohn-Sham gap (eV): 10.722
ΔE to the lowest compared entry with this formula, charge and spin (eV): 0.636
Strongest force on any atom (hartree/bohr): 0.0506